(1)
{
  "formula": "C27H38O3",
  "method": "wB97M-V/def2-TZVPD",
  "largest_force_ev_per_a": 0.76,
  "de_lowest_kcal_mol": 1.90,
  "total_charge": 0,
  "gap_ev": 9.8,
  "elements": ["C", "C", "C", "O", "C", "O", "C", "C", "C", "C", "C", "C", "C", "C", "C", "C", "C", "C", "C", "C", "C", "O", "C", "C", "C", "C", "C", "C", "C", "C", "H", "H", "H", "H", "H", "H", "H", "H", "H", "H", "H", "H", "H", "H", "H", "H", "H", "H", "H", "H", "H", "H", "H", "H", "H", "H", "H", "H", "H", "H", "H", "H", "H", "H", "H", "H", "H", "H"],
  "coordinates": [[-0.952, 3.950, 0.961], [-0.340, 3.061, 0.443], [0.462, 2.012, -0.168], [1.776, 2.021, 0.418], [2.530, 3.114, 0.276], [2.202, 4.101, -0.327], [3.873, 2.923, 0.946], [4.927, 2.558, -0.111], [4.747, 1.148, -0.687], [5.655, 0.094, -0.050], [5.368, -0.164, 1.427], [6.211, -1.314, 1.967], [0.482, 2.197, -1.709], [-0.590, 1.246, -2.273], [-1.302, 0.708, -1.030], [-2.106, -0.581, -1.145], [-3.201, -0.462, -2.201], [-3.984, -1.768, -2.291], [-4.535, -2.179, -0.961], [-5.812, -2.555, -0.834], [-6.379, -3.139, 0.380], [-7.563, -3.355, 0.525], [-5.338, -3.514, 1.412], [-4.287, -2.416, 1.519], [-3.563, -2.185, 0.188], [-2.746, -0.872, 0.223], [-1.692, -0.908, 1.338], [-0.822, 0.352, 1.380], [-0.184, 0.613, 0.019], [0.871, -0.454, -0.284], [-1.506, 4.727, 1.397], [4.148, 3.868, 1.416], [3.792, 2.144, 1.701], [5.919, 2.646, 0.334], [4.860, 3.298, -0.911], [3.707, 0.837, -0.572], [4.965, 1.171, -1.758], [6.697, 0.402, -0.164], [5.530, -0.844, -0.598], [5.584, 0.734, 2.007], [4.309, -0.403, 1.553], [7.271, -1.093, 1.858], [5.997, -2.233, 1.426], [6.003, -1.480, 3.021], [0.281, 3.237, -1.960], [1.477, 1.956, -2.084], [-1.276, 1.774, -2.934], [-0.136, 0.432, -2.839], [-1.989, 1.491, -0.685], [-1.446, -1.408, -1.424], [-2.763, -0.234, -3.174], [-3.877, 0.353, -1.936], [-4.790, -1.681, -3.020], [-3.308, -2.558, -2.634], [-6.490, -2.486, -1.674], [-5.823, -3.691, 2.373], [-4.872, -4.449, 1.088], [-3.569, -2.688, 2.293], [-4.778, -1.488, 1.823], [-2.861, -3.014, 0.017], [-3.443, -0.053, 0.441], [-2.188, -1.001, 2.304], [-1.062, -1.790, 1.208], [-0.053, 0.239, 2.147], [-1.444, 1.207, 1.655], [1.364, -0.270, -1.233], [1.626, -0.441, 0.500], [0.433, -1.446, -0.315]]
}

---

(2)
{
  "formula": "C27H39As3Cl2CsI2N4O2S2",
  "method": "wB97M-V/def2-TZVPD",
  "largest_force_ev_per_a": 0.53,
  "de_lowest_kcal_mol": 0.00,
  "total_charge": -1,
  "gap_ev": 7.4,
  "elements": ["Cs", "N", "C", "C", "C", "C", "C", "C", "S", "O", "O", "N", "C", "N", "C", "C", "C", "N", "H", "H", "H", "H", "H", "H", "H", "H", "H", "C", "As", "C", "C", "C", "C", "C", "As", "C", "C", "C", "As", "C", "C", "H", "H", "H", "H", "H", "H", "H", "H", "H", "H", "H", "H", "H", "H", "H", "H", "H", "H", "H", "H", "H", "H", "H", "H", "H", "H", "H", "Cl", "C", "C", "C", "C", "C", "Cl", "C", "S", "H", "H", "H", "I", "I"],
  "coordinates": [[-0.633, 1.022, 0.454], [2.924, 6.247, 1.171], [1.698, 5.635, 1.448], [0.864, 5.220, 0.414], [-0.345, 4.596, 0.685], [-0.738, 4.377, 1.997], [0.065, 4.838, 3.035], [1.266, 5.467, 2.766], [-2.089, 3.313, 2.455], [-2.890, 3.996, 3.441], [-1.395, 2.114, 2.943], [-2.757, 3.106, 1.043], [-3.577, 2.077, 0.749], [-3.783, 1.875, -0.580], [-4.531, 0.842, -0.923], [-5.101, -0.028, -0.002], [-4.828, 0.256, 1.325], [-4.081, 1.276, 1.716], [3.328, 5.963, 0.291], [3.597, 6.162, 1.917], [1.174, 5.367, -0.615], [-0.983, 4.266, -0.126], [-0.246, 4.673, 4.059], [1.893, 5.808, 3.582], [-4.667, 0.689, -1.991], [-5.704, -0.872, -0.302], [-5.224, -0.372, 2.120], [4.147, -0.338, 2.461], [2.220, -0.039, 2.236], [2.368, 1.922, 2.114], [1.534, 0.025, 4.096], [1.135, -1.282, 4.803], [0.261, -0.917, 6.007], [0.347, -2.229, 3.878], [-1.188, -1.528, 2.845], [-1.628, -3.263, 2.038], [-2.606, -1.539, 4.202], [2.379, -2.067, 5.271], [3.229, -1.601, 6.997], [4.605, -2.999, 6.859], [4.416, -0.123, 6.480], [4.365, -1.388, 2.651], [4.553, 0.278, 3.263], [4.621, -0.051, 1.521], [3.034, 2.251, 2.915], [1.401, 2.412, 2.249], [2.801, 2.202, 1.153], [0.644, 0.658, 3.992], [2.238, 0.586, 4.714], [-0.653, -0.420, 5.682], [0.782, -0.231, 6.679], [-0.013, -1.804, 6.585], [-0.008, -3.083, 4.465], [1.017, -2.627, 3.109], [-1.720, -4.043, 2.797], [-0.851, -3.537, 1.325], [-2.570, -3.172, 1.497], [-2.445, -2.318, 4.948], [-3.549, -1.722, 3.686], [-2.669, -0.562, 4.678], [3.145, -2.068, 4.491], [2.091, -3.112, 5.427], [4.140, -3.980, 6.960], [5.329, -2.877, 7.665], [5.122, -2.945, 5.900], [3.859, 0.808, 6.394], [4.921, -0.334, 5.539], [5.162, -0.002, 7.266], [-0.457, 2.373, -2.601], [-1.428, 1.089, -3.280], [-2.511, 1.521, -4.030], [-3.363, 0.607, -4.616], [-3.121, -0.745, -4.438], [-2.033, -1.155, -3.692], [-1.825, -2.876, -3.513], [-1.123, -0.269, -3.076], [0.179, -0.963, -2.116], [-2.680, 2.584, -4.123], [-4.212, 0.943, -5.196], [-3.769, -1.494, -4.872], [2.465, 0.456, -1.871], [4.942, 1.756, -1.281]]
}

---

(3)
{
  "formula": "C27H39BrNOPdSi",
  "method": "wB97M-V/def2-TZVPD",
  "largest_force_ev_per_a": 2.25,
  "de_lowest_kcal_mol": 5.49,
  "total_charge": -1,
  "gap_ev": 6.6,
  "elements": ["Pd", "C", "C", "C", "C", "C", "C", "C", "Br", "C", "O", "C", "C", "C", "C", "C", "C", "H", "H", "H", "H", "H", "H", "H", "H", "H", "H", "H", "H", "H", "H", "H", "H", "H", "H", "H", "H", "C", "C", "C", "C", "C", "C", "C", "C", "C", "C", "H", "H", "H", "H", "H", "H", "H", "N", "H", "H", "H", "C", "Si", "C", "C", "H", "H", "H", "H", "H", "H", "H", "H", "H"],
  "coordinates": [[-1.669, -1.345, -0.633], [-0.401, 5.282, 2.993], [0.240, 4.116, 3.760], [-0.562, 3.854, 5.043], [1.653, 4.534, 4.170], [0.241, 2.860, 2.890], [-0.962, 2.298, 2.475], [-0.964, 1.132, 1.741], [-2.686, 0.429, 1.247], [0.190, 0.398, 1.352], [0.125, -0.733, 0.750], [1.419, 1.033, 1.723], [1.397, 2.200, 2.481], [2.804, 0.456, 1.369], [3.511, 0.020, 2.662], [2.787, -0.750, 0.419], [3.650, 1.540, 0.677], [-0.410, 6.190, 3.605], [-1.429, 5.051, 2.708], [0.162, 5.486, 2.080], [-0.553, 4.736, 5.692], [-0.128, 3.015, 5.592], [-1.602, 3.605, 4.821], [1.601, 5.422, 4.806], [2.265, 4.780, 3.299], [2.153, 3.743, 4.734], [-1.912, 2.758, 2.724], [2.350, 2.622, 2.771], [2.927, -0.754, 3.167], [3.637, 0.855, 3.354], [4.500, -0.390, 2.434], [2.273, -1.603, 0.854], [3.824, -1.030, 0.202], [2.285, -0.511, -0.519], [3.798, 2.420, 1.304], [3.166, 1.861, -0.248], [4.636, 1.137, 0.427], [0.837, -4.738, -4.342], [1.219, -3.775, -3.380], [0.292, -3.267, -2.513], [-1.071, -3.667, -2.568], [-2.032, -3.108, -1.663], [-3.345, -3.500, -1.831], [-3.732, -4.443, -2.813], [-2.808, -5.006, -3.644], [-1.449, -4.628, -3.547], [-0.460, -5.156, -4.418], [1.577, -5.142, -5.023], [2.248, -3.440, -3.337], [0.563, -2.529, -1.766], [-4.110, -3.098, -1.178], [-4.776, -4.725, -2.906], [-3.101, -5.735, -4.392], [-0.756, -5.890, -5.160], [-1.817, -2.828, 1.325], [-1.393, -3.696, 1.027], [-2.659, -3.019, 1.852], [-1.155, -2.307, 1.890], [-2.028, -0.666, -4.078], [-1.374, 0.044, -2.450], [0.431, 0.453, -2.829], [-2.207, 1.733, -2.316], [-1.890, 0.052, -4.896], [-3.092, -0.907, -4.006], [-1.497, -1.587, -4.334], [0.482, 1.109, -3.704], [0.997, -0.457, -3.045], [0.913, 0.959, -1.987], [-2.066, 2.269, -3.260], [-1.777, 2.335, -1.510], [-3.280, 1.642, -2.126]]
}